{
  "formula": "C45H96N13O19",
  "method": "wB97M-V/def2-TZVPD",
  "orbital_gap_ha": 0.199,
  "homo_energy_ev": -10.6,
  "charge": 1,
  "e_lumo_ev": -5.2269,
  "fmax_ev_per_a": 9.669,
  "elements": ["C", "C", "C", "C", "C", "C", "N", "O", "C", "C", "C", "H", "H", "H", "H", "H", "H", "H", "H", "H", "H", "H", "H", "H", "H", "H", "H", "H", "H", "O", "C", "N", "C", "H", "H", "H", "H", "H", "O", "C", "N", "C", "H", "H", "H", "H", "H", "O", "C", "N", "C", "H", "H", "H", "H", "H", "O", "C", "N", "C", "H", "H", "H", "H", "H", "O", "C", "N", "C", "H", "H", "H", "H", "H", "O", "C", "N", "C", "H", "H", "H", "H", "H", "O", "C", "N", "C", "H", "H", "H", "H", "H", "O", "C", "N", "C", "H", "H", "H", "H", "H", "O", "C", "N", "C", "H", "H", "H", "H", "H", "O", "C", "N", "C", "H", "H", "H", "H", "H", "O", "C", "N", "C", "H", "H", "H", "H", "H", "O", "C", "N", "C", "H", "H", "H", "H", "H", "O", "C", "O", "C", "C", "C", "H", "H", "H", "H", "H", "H", "O", "C", "O", "C", "C", "C", "H", "H", "H", "H", "H", "H", "O", "C", "O", "C", "C", "C", "H", "H", "H", "H", "H", "H"],
  "positions_angstrom": [[-0.1703, -0.1505, 3.0101], [-0.0822, -0.5742, 1.4769], [-1.4212, -0.9860, 0.9815], [-1.5559, -1.2434, -0.5341], [-1.4821, 0.0885, -1.1752], [-0.0786, 0.7353, -0.9164], [0.2307, 0.6934, 0.6314], [1.1595, 1.6600, 1.0780], [-0.1349, 2.1881, -1.4842], [0.9453, -0.0573, -1.7307], [1.0056, -1.6748, 1.3443], [0.7446, 0.3935, 3.2449], [-0.1878, -0.9550, 3.7455], [-1.0217, 0.5036, 3.1983], [-2.1913, -0.2837, 1.3008], [-1.5524, -1.8990, 1.5622], [-2.5210, -1.7464, -0.5945], [-0.8264, -2.0007, -0.8211], [-2.2177, 0.8300, -0.8634], [-1.8546, 0.1286, -2.1988], [0.8576, 2.6342, -1.4214], [-0.6701, 2.8844, -0.8386], [-0.4975, 2.1282, -2.5104], [0.9616, -1.0859, -1.3706], [1.9104, 0.4437, -1.6558], [0.5591, -0.0570, -2.7500], [1.9427, -1.4831, 1.8670], [1.2351, -1.9137, 0.3059], [0.6696, -2.6097, 1.7928], [-2.9415, -2.3030, -4.9872], [-3.9463, -1.6963, -4.5788], [-4.1409, -1.5062, -3.3173], [-5.0542, -1.3832, -5.5882], [-3.4173, -1.7102, -2.6428], [-5.0434, -1.2911, -2.9183], [-5.7158, -2.2264, -5.7870], [-4.5641, -1.1848, -6.5413], [-5.7338, -0.6369, -5.1767], [-0.5926, 5.2329, -1.3730], [0.2159, 6.1315, -1.3671], [-0.0924, 7.1232, -0.6019], [1.5037, 6.0389, -2.1667], [-0.9501, 7.0149, -0.0796], [0.4027, 8.0004, -0.5280], [1.7921, 6.8829, -2.7932], [1.4587, 5.1314, -2.7688], [2.3046, 5.9335, -1.4349], [-4.0526, -0.6308, 3.8850], [-4.5747, -0.5445, 2.7692], [-4.7252, -1.5656, 1.9513], [-5.1762, 0.7774, 2.3233], [-4.0647, -2.3133, 2.1085], [-5.3871, -1.5973, 1.1890], [-4.9757, 1.4564, 3.1521], [-6.2582, 0.6765, 2.2391], [-4.5822, 1.1065, 1.4707], [0.2576, -4.0253, 3.7133], [-0.1828, -3.4606, 4.6636], [-1.4513, -3.0737, 4.6760], [0.7174, -3.1859, 5.8623], [-2.0839, -3.1823, 3.8962], [-1.7515, -2.5113, 5.4594], [0.1987, -3.1050, 6.8175], [1.2055, -2.2191, 5.7392], [1.4711, -3.9602, 6.0055], [-0.6185, -6.0012, -1.1034], [0.2606, -5.4206, -1.7556], [1.1457, -4.6459, -1.1045], [0.3048, -5.5451, -3.2341], [1.0804, -4.5476, -0.1014], [1.6197, -3.9529, -1.6658], [1.3668, -5.7330, -3.3920], [0.1324, -4.5602, -3.6682], [-0.2891, -6.3969, -3.5657], [-2.8591, -3.7781, 2.3150], [-2.9237, -4.8933, 1.7948], [-1.8743, -5.6129, 1.8079], [-4.1388, -5.4194, 1.0488], [-1.7275, -6.3333, 1.1153], [-1.1135, -5.1496, 2.2839], [-4.2663, -4.8329, 0.1389], [-4.9723, -5.2308, 1.7254], [-4.1444, -6.4805, 0.7997], [0.9537, -0.1320, -5.4588], [-0.0142, -0.8205, -5.7174], [-0.1450, -2.0421, -5.1285], [-0.9853, -0.4964, -6.8700], [0.5201, -2.3220, -4.4218], [-1.0645, -2.4366, -4.9908], [-2.0272, -0.4159, -6.5601], [-1.0296, -1.3091, -7.5951], [-0.7528, 0.4530, -7.3523], [-1.1266, 3.3282, 4.9134], [-1.1374, 2.2797, 5.6842], [0.0035, 1.6092, 5.8861], [-2.2771, 2.0076, 6.5886], [0.8312, 1.9355, 5.4080], [-0.0739, 0.7496, 6.4106], [-2.8064, 1.2402, 6.0237], [-2.9577, 2.8497, 6.7138], [-1.8857, 1.5965, 7.5192], [-2.2775, 2.3314, 1.2695], [-2.6399, 3.5030, 1.3509], [-2.4794, 4.2305, 2.4369], [-3.5108, 4.0013, 0.1911], [-2.8152, 5.1827, 2.4136], [-2.0024, 3.8726, 3.2520], [-3.0108, 4.1563, -0.7650], [-3.9116, 4.9768, 0.4666], [-4.5003, 3.5459, 0.1516], [3.9366, 0.9896, -0.7951], [4.5506, 1.9349, -1.3853], [4.1496, 3.1627, -1.1439], [5.5527, 1.6695, -2.4831], [3.4205, 3.3562, -0.4723], [4.6285, 3.9823, -1.4890], [6.4909, 1.3396, -2.0368], [5.6553, 2.5011, -3.1803], [5.1504, 0.8213, -3.0370], [3.4633, -6.8088, 1.6983], [2.3433, -6.4425, 2.0569], [2.0222, -5.1459, 1.7911], [1.3989, -7.4360, 2.5936], [1.3203, -4.5533, 2.2109], [2.6389, -4.6411, 1.1707], [1.4918, -7.5385, 3.6747], [1.2159, -8.4364, 2.2015], [0.4670, -6.9155, 2.3731], [-1.1417, 2.9671, -5.3034], [-2.2154, 3.3970, -5.0140], [-2.6675, 4.3953, -5.7493], [-3.0811, 2.7523, -3.9531], [-1.9460, 4.8176, -6.3160], [-3.5094, 4.8684, -5.4537], [-2.5415, 2.8496, -3.0111], [-3.4359, 1.7403, -4.1484], [-3.9412, 3.4038, -3.7988], [2.5835, 4.8585, 0.8403], [1.9745, 5.4872, 1.7171], [2.1619, 6.8135, 2.0017], [1.2850, 7.2836, 3.0688], [0.1794, 6.2497, 3.0656], [0.8077, 4.9484, 2.5708], [0.9962, 8.3052, 2.8216], [1.7853, 7.3483, 4.0350], [-0.6003, 6.5423, 2.3624], [-0.2893, 6.0680, 4.0328], [0.1778, 4.2620, 2.0051], [1.1127, 4.3705, 3.4432], [2.5061, 2.3684, 3.9872], [3.4309, 1.7009, 3.5523], [3.2531, 0.4027, 3.2998], [4.4139, -0.2648, 2.8172], [5.4584, 0.8167, 2.6837], [4.8632, 2.0780, 3.1739], [4.1830, -0.6096, 1.8092], [4.7194, -1.1164, 3.4251], [5.6078, 0.8671, 1.6052], [6.4073, 0.5008, 3.1171], [4.7692, 2.9241, 2.4932], [5.4106, 2.4506, 4.0397], [1.8140, -2.9062, -3.1637], [2.9465, -2.9409, -3.5962], [3.6025, -4.2069, -3.5962], [4.6475, -4.1386, -4.5073], [5.0241, -2.6721, -4.7510], [3.7596, -1.8948, -4.3356], [4.2191, -4.5583, -5.4176], [5.4733, -4.8058, -4.2605], [5.3255, -2.4583, -5.7764], [5.8287, -2.4857, -4.0397], [3.0341, -1.6299, -5.1047], [4.0247, -1.1137, -3.6231]],
  "forces_ev_per_angstrom": [[0.73, 0.75, -0.96], [0.37, 1.26, 2.04], [-0.59, -1.26, 0.02], [-0.72, -0.74, 2.12], [-0.09, 1.26, -0.18], [-1.97, 1.23, -0.95], [7.18, 4.86, 0.98], [-6.58, -6.50, -2.82], [1.03, -0.32, 1.71], [0.31, -0.13, 1.01], [0.40, 0.07, -0.70], [-0.05, 0.19, -0.06], [-0.23, -0.49, -0.70], [-0.06, -0.01, -0.23], [0.14, 0.14, 0.01], [-0.54, -0.25, -0.14], [-0.23, 0.12, -0.45], [0.14, 0.24, -0.47], [-0.21, -0.28, 1.39], [1.39, -0.41, -0.79], [0.24, -0.19, -0.58], [-0.70, -0.35, -0.24], [0.09, 0.16, 0.14], [0.41, 0.14, -0.38], [0.13, -0.37, -0.09], [0.15, 0.10, -0.05], [-0.12, 0.64, -0.08], [0.05, 0.11, 0.07], [-0.72, 0.29, 0.15], [-0.63, 1.03, 0.33], [0.69, -2.85, -4.04], [-0.94, 1.12, 3.70], [0.07, 0.01, 0.78], [0.07, -0.25, -0.32], [0.14, 0.23, -0.34], [0.36, -0.46, 0.31], [-0.24, 0.55, 0.17], [0.21, 0.54, -0.53], [-0.91, -2.32, -0.60], [0.73, -1.68, -1.97], [0.08, 3.93, 2.24], [0.20, 0.02, 0.43], [0.13, 0.13, -0.19], [0.09, -0.28, -0.06], [-0.45, 0.17, 0.06], [-0.08, 0.14, 0.05], [0.13, -0.12, 0.07], [0.52, -0.24, -0.90], [-0.91, 1.90, 2.00], [0.34, -1.26, -0.98], [0.69, -0.26, 1.05], [-0.29, -0.90, -0.07], [0.41, 0.27, 0.15], [-0.09, 0.14, -0.15], [0.08, 0.15, -0.66], [-0.63, 0.20, -0.36], [1.61, -1.81, -2.99], [-0.49, 0.71, 2.07], [-0.56, 1.21, 1.83], [-0.39, 0.31, 0.58], [0.09, -0.22, -0.41], [-0.27, -0.17, -0.19], [-0.37, -0.06, -0.09], [0.21, -0.01, -0.27], [-0.06, 0.06, -0.46], [0.29, -0.17, -0.15], [-2.32, -0.66, 1.77], [0.56, 0.63, -0.61], [1.46, 0.13, 0.33], [-0.24, -0.28, -0.29], [0.21, -0.12, 0.23], [0.08, -0.20, -0.70], [-0.46, -0.35, -0.32], [-0.13, 0.53, -0.05], [-1.24, 1.13, 0.45], [-2.02, 0.94, -1.22], [2.61, -2.21, -0.03], [-0.21, 0.52, 0.64], [0.26, -0.05, 0.16], [0.60, -0.34, -0.10], [-0.07, 0.01, 0.03], [-0.24, 0.04, -0.23], [0.39, 0.12, 0.07], [0.34, 0.64, 0.00], [0.13, -0.58, -0.80], [-0.68, -0.36, 0.19], [-0.39, 0.13, 0.42], [0.09, 0.54, -0.05], [-0.18, 0.04, -0.45], [0.04, -0.02, 0.48], [0.43, -0.03, -0.01], [0.38, -0.19, 0.15], [-0.24, -3.28, 1.68], [1.14, 5.39, -1.47], [-0.89, -0.44, -0.01], [-0.23, -1.01, -0.70], [0.19, -0.41, -0.24], [0.65, 0.20, -0.08], [-0.60, -0.37, 0.39], [0.42, -0.02, 0.00], [-0.42, 0.07, 0.08], [0.89, -0.45, 0.22], [-1.42, -2.01, -1.80], [-0.22, 1.52, 0.04], [-0.50, 2.11, 1.13], [0.13, -0.23, 0.30], [0.19, -0.19, 0.38], [0.08, -0.57, 0.15], [0.45, 0.74, -0.06], [0.51, -1.19, -0.27], [1.69, 1.25, -0.99], [-2.09, -2.83, 0.71], [0.22, 2.08, 0.07], [-0.34, -0.28, 0.29], [0.00, -0.19, 0.21], [0.00, -0.27, -0.13], [0.12, 0.24, -0.17], [0.27, 0.03, 0.24], [0.07, 0.03, 0.00], [-0.40, 0.10, 0.23], [3.46, -1.21, -1.81], [-0.93, 1.11, -0.20], [-2.59, 1.10, 0.93], [-0.14, -0.75, 0.54], [0.50, -0.51, 0.41], [0.03, 0.16, 0.03], [1.20, 0.23, -0.59], [-0.72, -0.33, 0.67], [2.66, -1.50, 0.26], [-0.45, -1.69, 0.17], [-1.75, 1.70, -0.08], [-0.56, 1.53, 0.46], [-0.45, 0.26, -0.07], [0.30, 0.31, -0.46], [0.16, -0.49, -0.02], [0.44, 0.08, -0.18], [-0.41, -0.21, 0.00], [-0.90, 1.94, 1.92], [-0.09, -1.28, -0.75], [0.64, -0.79, -0.24], [0.07, -0.53, -0.33], [-1.27, -0.46, 0.00], [0.84, 0.66, 0.02], [-0.17, -0.19, -0.22], [0.47, -0.32, -0.17], [-0.10, 0.17, 0.02], [0.03, 0.33, 0.04], [-0.02, 0.36, -0.20], [0.61, -0.08, -0.18], [1.29, -0.51, -0.39], [-0.64, 0.53, 0.48], [-0.78, -0.75, 0.57], [-0.09, -0.03, -0.70], [1.29, -0.89, -1.81], [-0.85, 1.13, 1.24], [-0.22, -0.33, 0.14], [-0.38, 0.19, 0.34], [0.43, 0.31, 0.00], [-0.09, 0.38, 0.22], [0.25, -0.19, -0.30], [-0.33, 0.15, 0.19], [1.34, 0.73, -0.05], [0.00, -2.48, 0.19], [-1.52, 2.62, 1.33], [0.48, -0.64, -2.42], [-0.26, -0.18, 0.60], [0.00, -1.42, 0.88], [0.20, -0.07, -0.42], [-0.02, 0.29, 0.51], [0.15, -0.17, 0.20], [0.12, 0.57, -0.27], [0.45, 0.80, -0.28], [-0.55, 0.35, -0.35]]
}